Molecular formula: C61H139N9O9
Method: DFT, the ωB97M-V functional and the def2-TZVPD basis

Summary:
relative energy (zero: lowest compared OMol25 entry of this formula, charge and spin) = 115.78 kcal per mole
largest force on an atom = 3.9 eV Å⁻¹
SMILES = CC1(C)CCCC(C)(C)N1O.CC1(C)CCCC(C)(C)N1O.CC1(C)CCCC(C)(C)N1O.CC1(C)CCCC(C)(C)N1O.CC1(C)CCCC(C)(C)N1O.COC[C@H](C)N.COC[C@H](C)N.COC[C@H](C)N.COC[C@H](C)N
energy = -97338.25707 eV
total charge = 0
Kohn-Sham gap = 8.69 eV

XYZ file:
```
218
C61H139N9O9 | OMol25 | the ωB97M-V functional and the def2-TZVPD basis
C 6.600 -3.737 -2.095
C 6.063 -3.741 -3.601
C 6.114 -5.217 -4.157
C 4.631 -3.127 -3.613
C 4.618 -1.636 -3.467
C 5.495 -1.026 -4.561
C 6.950 -1.563 -4.441
C 7.689 -1.092 -5.685
C 7.643 -1.151 -3.124
N 6.873 -3.003 -4.593
O 8.190 -3.501 -4.798
H 7.605 -4.165 -2.019
H 6.467 -2.852 -1.475
H 5.945 -4.396 -1.565
H 5.557 -5.909 -3.507
H 5.597 -5.092 -5.126
H 7.150 -5.440 -4.301
H 4.103 -3.492 -4.517
H 4.106 -3.682 -2.807
H 3.552 -1.370 -3.682
H 4.890 -1.221 -2.465
H 5.553 0.029 -4.536
H 5.217 -1.416 -5.553
H 8.769 -1.390 -5.770
H 7.670 -0.009 -5.884
H 7.153 -1.526 -6.520
H 8.455 -0.453 -3.199
H 8.220 -1.971 -2.704
H 6.932 -0.710 -2.403
H 8.777 -3.091 -4.173
C 3.102 2.512 -1.010
C 1.805 2.514 -1.787
C 1.769 3.678 -2.759
C 1.679 1.123 -2.536
C 1.347 -0.043 -1.655
C 0.028 0.336 -0.886
C 0.147 1.602 -0.032
C -1.291 1.980 0.328
C 0.973 1.466 1.305
N 0.689 2.668 -0.899
O 0.842 3.783 -0.030
H 4.009 2.306 -1.552
H 3.206 3.488 -0.559
H 3.012 1.728 -0.257
H 0.794 3.688 -3.262
H 1.751 4.613 -2.122
H 2.720 3.647 -3.384
H 0.973 1.237 -3.363
H 2.667 0.951 -2.987
H 1.138 -0.845 -2.364
H 2.092 -0.445 -0.972
H -0.365 -0.440 -0.267
H -0.610 0.659 -1.668
H -1.383 3.008 0.809
H -1.838 1.325 1.012
H -1.964 2.056 -0.561
H 0.292 0.919 1.980
H 1.149 2.550 1.637
H 1.914 0.925 1.179
H 0.339 4.542 -0.383
C -6.624 -4.828 1.003
C -5.882 -3.970 -0.061
C -5.483 -4.801 -1.241
C -6.889 -2.901 -0.570
C -6.355 -1.738 -1.356
C -5.244 -1.105 -0.579
C -4.117 -2.156 -0.126
C -3.400 -2.628 -1.444
C -3.142 -1.429 0.791
N -4.878 -3.216 0.602
O -3.881 -4.246 1.038
H -7.752 -4.974 0.688
H -6.123 -5.830 1.097
H -6.550 -4.201 1.860
H -6.411 -5.276 -1.548
H -5.160 -4.192 -2.029
H -4.715 -5.569 -0.963
H -7.804 -3.308 -1.111
H -7.324 -2.505 0.322
H -5.997 -2.064 -2.326
H -7.189 -1.106 -1.526
H -5.659 -0.629 0.335
H -4.818 -0.293 -1.156
H -3.161 -3.740 -1.466
H -2.462 -2.112 -1.645
H -3.937 -2.555 -2.399
H -3.571 -1.079 1.765
H -2.830 -0.600 0.254
H -2.286 -2.097 0.961
H -3.793 -4.158 1.944
C -0.239 -5.727 2.809
C -0.478 -4.886 4.097
C 0.032 -3.497 3.753
C -1.955 -4.871 4.411
C -2.315 -4.171 5.745
C -1.538 -4.861 6.890
C -0.027 -4.795 6.560
C 0.495 -3.353 6.736
C 0.661 -5.677 7.642
N 0.304 -5.430 5.257
O 1.692 -5.293 5.090
H -0.633 -6.691 2.860
H -0.818 -5.402 1.916
H 0.890 -5.748 2.545
H -0.208 -3.147 2.740
H -0.177 -2.687 4.470
H 1.115 -3.659 3.827
H -2.400 -4.342 3.528
H -2.382 -5.945 4.397
H -2.017 -3.111 5.697
H -3.366 -4.126 5.881
H -1.759 -5.934 6.919
H -1.793 -4.487 7.866
H 1.515 -3.380 6.383
H 0.599 -3.156 7.800
H -0.118 -2.599 6.344
H 0.448 -6.755 7.597
H 0.317 -5.265 8.610
H 1.695 -5.573 7.618
H 1.878 -6.224 4.931
C -4.001 -0.240 -6.866
C -4.249 0.501 -5.523
C -5.105 -0.465 -4.662
C -2.843 0.601 -4.798
C -2.039 1.685 -5.459
C -2.793 2.988 -5.359
C -4.107 3.001 -6.126
C -4.897 4.222 -5.659
C -3.874 2.982 -7.665
N -4.771 1.787 -5.614
O -6.108 1.643 -6.120
H -3.733 -1.245 -6.561
H -4.743 -0.272 -7.591
H -3.079 0.100 -7.361
H -5.912 -0.929 -5.272
H -4.495 -1.327 -4.288
H -5.442 0.144 -3.800
H -3.005 0.823 -3.713
H -2.329 -0.419 -4.764
H -1.101 1.831 -4.882
H -1.731 1.421 -6.453
H -2.265 3.826 -5.780
H -3.030 3.196 -4.304
H -5.213 4.081 -4.608
H -5.800 4.356 -6.221
H -4.405 5.201 -5.784
H -4.774 3.071 -8.286
H -3.429 1.999 -7.834
H -3.245 3.768 -7.991
H -6.026 1.413 -7.055
C 3.058 4.423 5.564
O 2.332 5.050 4.500
C 1.014 4.544 4.385
C 0.135 5.610 3.689
C -1.265 5.196 3.619
N 0.627 5.926 2.337
H 3.938 5.074 5.558
H 3.346 3.370 5.284
H 2.635 4.416 6.550
H 0.946 3.647 3.814
H 0.603 4.345 5.356
H 0.193 6.575 4.250
H -1.637 5.035 4.657
H -1.447 4.261 3.107
H -1.952 5.935 3.242
H 0.658 5.052 1.813
H 1.565 6.290 2.409
C -4.478 7.374 -0.305
O -3.658 6.187 -0.410
C -2.748 6.208 -1.597
C -1.490 6.968 -1.276
C -0.511 7.125 -2.462
N -0.763 6.188 -0.237
H -5.456 7.131 0.041
H -4.544 7.954 -1.223
H -4.076 8.036 0.457
H -2.544 5.137 -1.859
H -3.274 6.643 -2.397
H -1.882 7.944 -0.908
H -0.304 6.076 -2.669
H 0.445 7.561 -2.243
H -0.869 7.624 -3.364
H -1.528 5.803 0.380
H -0.285 6.906 0.325
C 1.048 1.571 5.911
O -0.221 1.907 6.360
C -1.223 1.597 5.413
C -1.522 0.107 5.169
C -2.743 0.005 4.248
N -1.708 -0.586 6.417
H 1.273 0.448 5.968
H 1.698 2.127 6.548
H 1.160 1.800 4.799
H -2.057 1.917 5.966
H -1.121 2.002 4.421
H -0.692 -0.382 4.563
H -2.676 0.786 3.464
H -3.643 0.327 4.769
H -2.897 -0.966 3.756
H -0.949 -0.559 7.125
H -2.653 -0.641 6.775
C 5.307 -3.253 2.088
O 5.303 -2.089 1.277
C 5.336 -0.861 1.921
C 5.972 0.240 0.996
C 7.375 -0.161 0.631
N 5.869 1.470 1.801
H 6.253 -3.491 2.493
H 5.057 -4.089 1.403
H 4.674 -3.232 3.024
H 4.364 -0.508 2.213
H 5.985 -0.940 2.802
H 5.429 0.335 0.062
H 8.045 0.218 1.404
H 7.656 0.360 -0.305
H 7.406 -1.232 0.588
H 4.924 1.699 2.059
H 6.179 2.236 1.240
```

Molecular formula: C61H148N8O26
Method: DFT, the ωB97M-V functional and the def2-TZVPD basis

Summary:
relative energy (zero: lowest compared OMol25 entry of this formula, charge and spin) = 38.77 kcal per mole
largest force on an atom = 2.4 eV Å⁻¹
SMILES = CCOC(=O)OC.CCOC(=O)OC.CCOC(=O)OC.COCCNCCOC.COCCNCCOC.COCCNCCOC.COCCNCCOC.COCCNCCOC.COCCNCCOC.COCCNCCOC.COCCNCCOC.CO
energy = -130800.60566 eV
total charge = 0
Kohn-Sham gap = 8.91 eV

XYZ file:
```
243
C61H148N8O26 | OMol25 | the ωB97M-V functional and the def2-TZVPD basis
C 2.329 -0.737 2.251
C 2.212 0.227 1.081
O 1.033 1.046 1.043
C 0.075 0.636 0.247
O 0.080 -0.378 -0.416
O -0.856 1.555 0.241
C -2.025 1.422 -0.545
H 1.395 -1.304 2.336
H 2.620 -0.264 3.182
H 3.029 -1.519 1.956
H 2.325 -0.294 0.133
H 3.021 0.954 1.193
H -2.216 0.389 -0.838
H -1.876 1.967 -1.475
H -2.907 1.764 -0.021
C -6.612 3.330 1.537
C -5.901 2.567 0.388
O -6.278 1.203 0.336
C -7.460 0.912 -0.181
O -8.126 1.611 -0.890
O -7.747 -0.353 0.125
C -9.014 -0.807 -0.323
H -5.924 3.219 2.376
H -7.523 2.783 1.789
H -6.838 4.364 1.316
H -4.835 2.640 0.559
H -6.144 3.087 -0.537
H -9.145 -0.679 -1.401
H -9.842 -0.226 0.093
H -9.102 -1.851 -0.049
C 2.729 2.761 3.799
C 2.598 3.854 4.860
O 2.039 5.048 4.295
C 0.935 5.514 4.861
O 0.364 5.039 5.798
O 0.507 6.568 4.162
C -0.645 7.228 4.686
H 3.663 2.815 3.243
H 1.937 2.873 3.057
H 2.670 1.830 4.362
H 3.606 4.124 5.188
H 2.031 3.536 5.728
H -0.458 7.579 5.699
H -1.467 6.516 4.738
H -0.854 8.027 3.987
C -2.030 1.240 3.422
O -2.711 0.644 2.370
C -2.770 -0.787 2.428
C -3.406 -1.222 1.122
N -3.659 -2.648 0.943
C -4.782 -3.150 1.722
C -4.781 -4.676 1.649
O -6.008 -5.145 2.162
C -6.075 -6.549 2.177
H -0.948 1.025 3.454
H -2.411 1.085 4.442
H -2.078 2.320 3.262
H -3.312 -1.097 3.327
H -1.720 -1.123 2.490
H -2.792 -0.881 0.296
H -4.358 -0.652 1.144
H -3.744 -2.717 -0.064
H -5.722 -2.671 1.433
H -4.534 -2.968 2.771
H -3.960 -5.114 2.224
H -4.651 -4.912 0.577
H -5.792 -7.011 1.226
H -7.112 -6.808 2.393
H -5.464 -6.967 2.988
C 4.658 -8.882 -6.844
O 5.415 -7.783 -6.363
C 5.621 -7.814 -4.978
C 4.334 -7.623 -4.181
N 3.586 -6.459 -4.654
C 3.763 -5.237 -3.885
C 3.177 -5.350 -2.489
O 3.720 -4.328 -1.691
C 3.289 -4.391 -0.335
H 3.589 -8.663 -6.816
H 4.844 -9.779 -6.231
H 5.015 -9.184 -7.828
H 6.279 -6.974 -4.738
H 6.140 -8.724 -4.648
H 4.620 -7.524 -3.132
H 3.725 -8.530 -4.256
H 3.881 -6.327 -5.614
H 3.327 -4.408 -4.440
H 4.847 -5.051 -3.773
H 3.411 -6.330 -2.054
H 2.079 -5.282 -2.541
H 2.760 -5.305 -0.060
H 2.641 -3.519 -0.209
H 4.152 -4.294 0.330
C -4.529 1.485 -3.007
O -4.137 2.539 -2.143
C -3.873 3.744 -2.792
C -3.464 4.791 -1.744
N -3.482 6.094 -2.365
C -3.819 7.194 -1.449
C -4.018 8.461 -2.217
O -4.425 9.454 -1.289
C -4.638 10.738 -1.850
H -5.416 1.810 -3.562
H -4.730 0.631 -2.368
H -3.747 1.236 -3.734
H -4.728 4.157 -3.344
H -2.959 3.744 -3.410
H -2.463 4.571 -1.364
H -4.133 4.740 -0.867
H -4.152 6.145 -3.123
H -3.097 7.317 -0.647
H -4.770 6.866 -1.005
H -4.846 8.364 -2.938
H -3.126 8.792 -2.761
H -5.652 11.109 -1.678
H -4.439 10.694 -2.925
H -3.971 11.466 -1.378
C 0.487 -4.865 3.364
O 1.043 -4.637 2.118
C 0.196 -3.854 1.308
C -0.972 -4.654 0.764
N -0.523 -5.986 0.340
C -1.521 -6.681 -0.454
C -1.758 -6.149 -1.871
O -0.516 -6.004 -2.501
C -0.579 -5.276 -3.710
H -0.602 -5.000 3.437
H 0.512 -3.959 3.998
H 1.024 -5.618 3.934
H 0.809 -3.531 0.467
H -0.199 -2.957 1.804
H -1.451 -4.125 -0.080
H -1.820 -4.658 1.455
H 0.251 -5.772 -0.291
H -2.465 -6.657 0.105
H -1.257 -7.743 -0.501
H -2.302 -5.194 -1.776
H -2.384 -6.858 -2.427
H 0.419 -5.291 -4.139
H -0.863 -4.227 -3.529
H -1.349 -5.686 -4.374
C 3.023 -7.359 5.654
O 3.521 -6.427 4.740
C 3.622 -5.140 5.301
C 3.979 -4.037 4.340
N 5.422 -3.982 4.087
C 5.813 -2.935 3.162
C 7.216 -3.073 2.617
O 7.315 -4.203 1.764
C 7.999 -5.292 2.335
H 3.032 -8.351 5.211
H 2.005 -7.098 5.979
H 3.661 -7.398 6.552
H 4.328 -5.190 6.140
H 2.601 -4.874 5.637
H 3.617 -3.095 4.744
H 3.467 -4.267 3.388
H 5.734 -4.863 3.698
H 5.639 -1.948 3.615
H 5.189 -2.885 2.247
H 7.974 -3.054 3.408
H 7.403 -2.198 1.988
H 8.150 -6.029 1.546
H 7.458 -5.795 3.144
H 8.978 -4.968 2.699
C 1.453 5.083 -3.628
O 0.814 3.821 -3.594
C 1.697 2.762 -3.336
C 0.957 1.466 -3.584
N 1.629 0.312 -2.934
C 1.445 -0.976 -3.638
C 0.091 -1.621 -3.504
O -0.958 -0.785 -3.913
C -2.220 -1.359 -3.671
H 1.876 5.279 -4.617
H 2.236 5.114 -2.856
H 0.741 5.862 -3.358
H 2.043 2.848 -2.291
H 2.606 2.776 -3.958
H 0.944 1.288 -4.666
H -0.075 1.613 -3.252
H 0.983 0.186 -2.151
H 2.149 -1.700 -3.213
H 1.713 -0.804 -4.685
H -0.051 -2.030 -2.489
H 0.110 -2.568 -4.084
H -2.570 -1.162 -2.646
H -2.227 -2.433 -3.882
H -2.962 -0.880 -4.315
C -5.567 11.064 4.740
O -5.035 9.988 4.021
C -5.735 9.732 2.821
C -5.065 8.659 2.039
N -5.204 7.381 2.693
C -4.726 6.231 1.951
C -3.202 6.108 2.020
O -2.835 4.767 1.810
C -1.427 4.577 1.803
H -5.299 10.964 5.789
H -6.667 11.113 4.689
H -5.239 12.031 4.328
H -5.877 10.670 2.260
H -6.767 9.421 3.055
H -4.023 8.958 1.821
H -5.538 8.689 1.051
H -4.800 7.428 3.619
H -5.024 6.270 0.907
H -5.188 5.349 2.385
H -2.890 6.504 2.998
H -2.739 6.776 1.281
H -0.946 4.704 2.778
H -1.003 5.210 1.014
H -1.218 3.549 1.501
C 5.777 -2.010 -0.932
O 6.097 -1.126 -1.984
C 5.155 -0.097 -2.037
C 5.029 0.494 -3.402
N 6.337 0.853 -3.934
C 6.238 1.669 -5.128
C 7.570 2.293 -5.485
O 8.641 1.406 -5.562
C 8.563 0.507 -6.650
H 4.772 -2.415 -1.053
H 5.808 -1.461 0.026
H 6.459 -2.853 -0.840
H 5.443 0.732 -1.368
H 4.151 -0.404 -1.713
H 4.469 1.430 -3.327
H 4.428 -0.121 -4.094
H 6.834 0.029 -4.259
H 5.475 2.451 -5.058
H 5.842 1.075 -5.979
H 7.760 3.029 -4.704
H 7.409 2.846 -6.427
H 8.896 0.990 -7.581
H 7.548 0.138 -6.809
H 9.265 -0.300 -6.451
C 0.267 -0.735 5.655
O -0.329 -1.669 6.543
H -0.036 0.283 5.903
H 1.358 -0.809 5.605
H -0.031 -1.018 4.644
H 0.233 -1.763 7.316
```

- The highest largest force on an atom belongs to which entry?
  C61H139N9O9